1.
An isolated molecule of C6H8BN. Source: OMol25; level of theory: ωB97M-V/def2-TZVPD.

Calculated values
HOMO-LUMO gap   9.1 eV
SMILES   CBc1ccncc1
Spin multiplicity   1
Energy relative to the best compared isomer or geometry (same formula, charge and spin)   33.7 kcal/mol

```
16
Properties=species:S:1:pos:R:3:forces:R:3
C -1.93600 -0.51561 1.13372 3.7 0.1 -1.0
B -1.03286 -0.76338 -0.24057 3.0 1.3 2.2
C 0.57426 0.04201 -0.40851 -2.2 -4.3 0.6
C 1.71805 -0.77790 -0.52126 0.6 -0.9 -0.5
C 2.98177 -0.16209 -0.60276 -4.3 -0.1 0.2
N 3.05173 1.12748 -0.52163 2.7 1.3 0.4
C 2.05857 1.88104 -0.22039 -1.7 0.5 -0.4
C 0.76370 1.34217 -0.19860 -1.0 3.3 0.2
H -1.45678 0.43969 1.50410 -0.9 -1.2 0.4
H -1.96676 -1.37370 1.87584 0.2 1.1 -1.0
H -2.88092 -0.31084 0.76721 -2.3 0.4 -0.3
H -1.09245 -1.57292 -1.04850 -0.8 -0.9 -0.8
H 1.63064 -1.87827 -0.60752 0.0 0.7 0.0
H 3.91443 -0.50334 -0.77062 2.6 -2.6 -0.6
H 2.39908 2.89143 -0.10490 -0.9 0.8 0.2
H -0.18754 1.90810 -0.12677 1.1 0.4 0.3
```
Forces are in eV/Å.

---

2.
The ion C6H8BN2O3 with charge +1. Source: OMol25; level of theory: ωB97M-V/def2-TZVPD.

Calculated values
HOMO-LUMO gap   8.8 eV
SMILES   NB(O)OC(=O)c1cc[nH+]cc1
Spin multiplicity   1
Energy relative to the best compared isomer or geometry (same formula, charge and spin)   4.3 kcal/mol
Total charge   +1

```
20
Properties=species:S:1:pos:R:3:forces:R:3
N -1.04350 1.65993 0.69958 -0.2 -0.5 -0.3
B -1.74106 0.73726 1.58380 -0.4 0.6 0.5
O -2.93019 1.06758 2.17770 0.5 -0.1 0.0
O -1.24185 -0.55851 1.83648 -0.1 0.2 -0.3
C -0.97549 -1.35471 0.78490 0.4 0.1 0.0
O -1.49151 -2.40265 0.61596 -0.5 -0.8 -0.1
C 0.11428 -0.91896 -0.15382 0.1 0.5 0.3
C -0.10395 -0.79338 -1.51456 0.2 0.0 -0.2
C 0.93884 -0.39337 -2.31926 -0.5 -0.2 0.2
N 2.13880 -0.13973 -1.77903 0.2 0.2 0.1
C 2.38314 -0.25934 -0.46386 -0.4 -0.2 0.5
C 1.36969 -0.65725 0.37863 0.2 0.0 -0.4
H -0.40234 2.26727 1.19446 0.3 -0.1 -0.1
H -1.71382 2.24767 0.21990 0.0 0.3 0.2
H -2.83647 1.38536 3.08196 -0.4 0.0 0.0
H -1.07263 -0.98523 -1.94205 -0.1 -0.1 -0.1
H 0.81663 -0.28065 -3.38120 0.2 0.1 -0.2
H 2.89392 0.17412 -2.37627 0.0 0.0 -0.1
H 3.36037 -0.02718 -0.07902 0.3 0.1 -0.3
H 1.53715 -0.76823 1.43570 0.2 0.1 0.2
```
Forces are in eV/Å.

---

3.
A cluster of 3 separate species, C6H8Br2 in total. Source: OMol25; level of theory: ωB97M-V/def2-TZVPD.

Calculated values
HOMO-LUMO gap   9.4 eV
SMILES   CC1=CC1.C#CBr.Br
Spin multiplicity   1
Energy relative to the best compared isomer or geometry (same formula, charge and spin)   77.9 kcal/mol

```
16
Properties=species:S:1:pos:R:3:forces:R:3
C -0.39356 1.08932 1.61648 -1.8 0.7 -0.3
C -0.89734 0.21786 0.58327 -0.1 -2.8 -0.8
C -1.45074 -0.93137 0.33056 1.7 3.8 -1.6
C -1.09221 -0.09397 -0.89696 -2.8 2.3 2.4
H 0.64954 1.00745 1.58333 1.6 0.3 0.5
H -0.86274 0.88982 2.57500 0.4 -0.3 0.2
H -0.72664 2.06589 1.31273 0.4 0.9 0.1
H -2.14728 -1.57250 0.62856 -2.4 -2.9 1.2
H -0.30195 -0.37948 -1.45768 2.4 -0.8 -1.9
H -1.81308 0.63674 -1.37347 0.6 -1.2 0.1
C 2.51097 0.27673 -1.78074 1.7 2.5 1.8
C 2.95973 1.07201 -0.95605 -1.1 -1.3 -0.3
Br 3.32931 2.01167 0.59011 -0.2 -0.5 -1.1
H 2.45544 -0.19996 -2.71599 -0.4 -0.5 -0.4
Br 1.92477 -2.95879 -0.31815 0.2 -0.1 0.0
H 3.32355 -3.24730 -0.32115 -0.2 0.1 0.0
```
Forces are in eV/Å.